ORCA calculation (ωB97M-V/def2-TZVPD) on a structure of composition C25H37N5O2 in a non-equilibrium geometry.

```
! RIJCOSX wB97M-V def2-TZVPD def2/J DEFGRID3
* xyz 0 1
C 7.1892 -0.2246 -1.3434
H 8.1541 -0.5637 -2.0055
H 7.2006 0.9431 -1.5694
H 7.3734 -0.4838 -0.4062
C 5.9026 -1.1190 -2.0824
N 4.6197 -0.7758 -1.0971
C 4.5284 -1.5133 0.2852
C 3.1590 -1.3572 0.5118
H 3.0666 -1.9017 1.4798
H 2.5955 -1.9179 -0.1213
C 2.6491 0.2654 0.8614
N 1.3022 0.1955 1.3821
C 1.1408 1.0457 2.2297
C 0.4066 2.4685 1.6840
N -0.8377 1.8513 0.9170
C -0.5589 0.8309 0.1801
H -1.3760 0.3372 -0.3490
C 0.2044 -0.3696 0.8034
H 0.6808 -0.8855 -0.1332
C -0.7878 -1.0194 1.7401
H -1.5817 -1.5032 0.8994
C -0.2337 -2.0844 2.6074
H -0.8571 -2.4751 3.2042
O 0.2492 -3.2256 1.8515
H 0.9946 -2.7922 0.8350
H 0.8079 -1.7440 3.0162
H -1.2189 -0.5365 2.2929
H 0.1778 1.4578 -0.7760
C -1.7457 2.8778 0.5998
C -2.9775 2.3285 0.1672
C -3.6813 1.6370 0.9178
C -4.9501 0.9643 0.5025
C -5.4511 1.3375 -0.5817
C -4.8469 2.0271 -1.4958
C -3.6273 2.6140 -1.1200
H -3.0406 3.5399 -1.7747
H -5.2567 2.4005 -2.5920
O -6.7337 0.8644 -0.7247
C -7.0888 -0.3861 -0.8096
N -6.2759 -1.1864 -0.3376
C -6.4727 -2.6485 -0.1690
C -7.9898 -2.8959 -0.3710
C -8.8154 -2.0029 -0.9805
N -8.3884 -0.8429 -1.0937
H -9.8586 -2.0960 -1.3259
H -8.0102 -4.0584 -0.5353
H -5.7079 -3.3793 0.0329
H -5.3051 0.1886 1.3496
H -3.2134 1.3788 1.8139
H -1.3225 3.4710 -0.3322
H -1.7762 3.7228 1.2179
H 0.1439 3.1791 2.3400
H 1.2309 2.9191 0.7967
H 2.1170 1.5114 2.8763
H 0.5982 0.8040 3.2752
C 2.9072 0.8971 -0.2881
C 4.2921 0.6412 -1.0372
H 4.3402 1.2290 -1.8670
H 4.9927 1.3006 -0.2044
H 2.3691 0.3295 -0.9584
H 2.6570 1.7811 -0.4813
H 3.4493 0.5222 1.6491
H 4.9931 -2.4112 -0.0985
H 5.1262 -0.9580 0.9851
C 5.6496 -0.7264 -3.3665
H 4.7113 -1.1038 -3.6791
H 5.6243 0.3568 -3.5219
H 6.4709 -0.9272 -3.8903
H 5.9122 -2.1028 -1.7855
*
```

## Properties
* HOMO energy: -7.604 eV
* relative energy (zero: lowest compared OMol25 entry of this formula, charge and spin): 2347.1 kJ/mol
* Kohn-Sham gap: 7.76 eV